{"formula": "C4H3O3", "method": "wB97M-V/def2-TZVPD", "symbols": ["C", "C", "C", "C", "O", "O", "O", "H", "H", "H"], "positions_angstrom": [[-1.40, -0.60, -0.01], [-0.08, -0.40, -0.19], [-3.52, -0.19, -0.15], [-0.31, -1.31, 0.89], [-4.06, -1.20, -0.25], [-3.57, 0.94, 0.16], [1.14, 0.02, -0.66], [-0.16, -1.05, 1.90], [-0.04, -2.49, 0.83], [1.68, 0.26, 0.11]], "spin_multiplicity": 1, "total_energy_ev": -10336.162, "e_above_lowest_kj_mol": 286.7, "total_charge": -1, "lumo_ev": 3.7}